# 1
# C3H6O2

An isolated molecule of C3H6O2 (ωB97M-V/def2-TZVPD, OMol25).

Results
Molecular weight = 74.1 g/mol
Charge = 0
Structure (SMILES) = C=COCO
Lowest unoccupied orbital energy = 0.9 eV

CARTESIAN COORDINATES (ANGSTROEM)
O (-2.2369, 0.9739, 0.6610)
C (-1.2483, 0.6023, -0.2309)
C (1.7207, -1.3052, -0.0935)
C (0.9456, -0.2336, -0.0105)
O (-0.3554, -0.3113, 0.3841)
H (-1.8118, 1.4095, 1.4118)
H (-1.7571, 0.1170, -1.0706)
H (-0.6732, 1.4644, -0.6076)
H (2.7740, -1.1940, -0.3237)
H (1.3149, -2.2923, 0.0926)
H (1.3274, 0.7692, -0.2127)

Results of the natural (NBO) charge analysis, in e, for atoms 1 through 6: O -0.696; C 0.238; C -0.482; C 0.124; O -0.526; H 0.472

***

# 2
# C3H6O2

A cluster of 2 separate species, C3H6O2 in total (ωB97M-V/def2-TZVPD, OMol25).

Results
Molecular weight = 74.1 g/mol
Charge = 0
Structure (SMILES) = C=C1CO1.O
Lowest unoccupied orbital energy = 0.9 eV

CARTESIAN COORDINATES (ANGSTROEM)
O (-0.6559, 0.6803, -2.2723)
C (-0.8957, 0.6545, 0.8824)
C (0.0495, -0.2384, 0.6575)
C (1.3649, -0.8101, 0.6485)
O (0.1762, -1.4562, 0.0866)
H (-0.9080, -0.2015, -1.9727)
H (-0.6641, 1.5878, 1.3802)
H (-1.9194, 0.4542, 0.5837)
H (-0.3987, 1.1143, -1.4502)
H (1.7514, -1.2870, 1.5464)
H (2.0997, -0.4978, -0.0903)

Results of the natural (NBO) charge analysis, in e, for atoms 1 through 6: O -0.942; C -0.545; C 0.286; C -0.132; O -0.465; H 0.467

***

# 3
# C3H6O2

An isolated molecule of C3H6O2 at a distorted geometry (ωB97M-V/def2-TZVPD, OMol25).

Results
Molecular weight = 74.1 g/mol
Charge = 0
Structure (SMILES) = C[C@H](O)C=O
Lowest unoccupied orbital energy = 0.4 eV

CARTESIAN COORDINATES (ANGSTROEM)
C (0.2260, 1.2528, -0.1851)
C (0.1729, -0.2739, 0.2121)
C (-1.1832, -0.9117, -0.0467)
H (1.3058, 1.6235, 0.0012)
H (-0.0759, 1.3847, -1.2286)
H (-0.4885, 1.7770, 0.4143)
H (0.2898, -0.4057, 1.3377)
H (1.9894, -1.1051, 0.2000)
H (-1.2102, -2.0801, 0.0052)
O (1.1037, -1.0968, -0.4510)
O (-2.1300, -0.1648, -0.2592)

Results of the natural (NBO) charge analysis, in e, for atoms 1 through 6: C -0.627; C -0.001; C 0.418; H 0.209; H 0.226; H 0.226

***

# 4
# C3H6O2

A structure of composition C3H6O2 at a distorted geometry (ωB97M-V/def2-TZVPD, OMol25).

Results
Molecular weight = 74.1 g/mol
Charge = 0
Lowest unoccupied orbital energy = 0.8 eV

CARTESIAN COORDINATES (ANGSTROEM)
O (-1.7558, -0.5292, 0.0841)
C (-0.5924, 0.1525, 0.3758)
C (0.7267, -0.5554, 0.5303)
O (1.5443, 0.4954, 0.0281)
C (0.5175, 0.9834, -0.8080)
H (-1.5563, -1.1609, -0.6161)
H (-0.8560, 0.8140, 1.2329)
H (1.0364, -0.8629, 1.5239)
H (0.7246, -1.4151, -0.1638)
H (-0.2192, 1.6396, -0.4393)
H (0.4302, 0.4387, -1.7476)

Results of the natural (NBO) charge analysis, in e, for atoms 1 through 6: O -0.682; C 0.089; C -0.090; O -0.528; C -0.172; H 0.469

***

# 5
# C3H6O2

A cluster of 2 separate species, C3H6O2 in total at a distorted geometry (ωB97M-V/def2-TZVPD, OMol25).

Results
Molecular weight = 74.1 g/mol
Charge = 0
Structure (SMILES) = C=CO.C=O
Lowest unoccupied orbital energy = 0.7 eV

CARTESIAN COORDINATES (ANGSTROEM)
O (1.6836, 2.7603, -0.8910)
C (1.5082, 1.5387, -1.0634)
H (2.1705, 0.8422, -0.4245)
H (0.9606, 1.1545, -1.9092)
C (-1.5443, -0.1482, 0.4798)
C (-0.7582, -1.2394, 0.1931)
O (0.5683, -1.2807, 0.8418)
H (-2.5845, -0.0574, 0.0093)
H (-1.3385, 0.3787, 1.4463)
H (-1.2168, -2.1007, -0.3080)
H (0.5512, -1.8481, 1.6258)

Results of the natural (NBO) charge analysis, in e, for atoms 1 through 6: O -0.513; C 0.253; H 0.130; H 0.127; C -0.457; C 0.097

***

# 6
# C3H6O2

A structure of composition C3H6O2 (ωB97M-V/def2-TZVPD, OMol25).

Results
Molecular weight = 74.1 g/mol
Charge = 0
Lowest unoccupied orbital energy (spin up / spin down) = -0.4 / -0.4 eV

CARTESIAN COORDINATES (ANGSTROEM)
C (1.0204, 0.1253, 1.1176)
O (0.8560, 0.7701, -0.0059)
C (-0.0740, 0.4414, -0.9034)
C (-1.4509, 0.1597, -0.5238)
O (-2.3500, 0.0281, -1.3306)
H (0.1662, -0.2665, 1.6636)
H (0.9437, -1.3718, 0.1662)
H (1.9062, 0.4391, 1.6595)
H (0.5158, -1.2999, -0.5415)
H (0.1139, 0.8939, -1.8705)
H (-1.6473, 0.0807, 0.5689)

Results of the natural (NBO) charge analysis, in e, for atoms 1 through 6: C -0.062; O -0.361; C -0.064; C 0.327; O -0.536; H 0.178